The following is a DFT calculation (ωB97M-V with the def2-TZVPD basis set) of an isolated ion of composition C11H18NOSi and charge +1 at a distorted geometry.

Computed properties:
Gap between HOMO and LUMO (alpha / beta) = 0.2966 / 0.3176 Ha
Maximum force = 0.091 hartree/bohr
M = 208.4 g mol⁻¹

```
! RIJCOSX wB97M-V def2-TZVPD def2/J DEFGRID3
* xyz 1 1
C 3.8641 -0.8451 0.6587
C 2.8944 -1.8126 1.1033
C 3.3704 0.2821 -0.0308
C 1.5799 -1.3787 1.1843
C 2.0308 0.6536 -0.0885
C 1.2428 -0.2512 0.5204
C 1.4430 1.9299 -0.6263
C 0.3247 2.5557 0.2495
C -1.2340 0.4862 0.6176
C -2.4871 -2.2770 0.4089
C -1.1883 -0.4093 -1.8738
N -1.0237 1.8442 0.1253
O -1.3465 0.7534 1.9972
Si -2.3766 -0.5434 -0.3799
H 4.9594 -1.1649 0.6799
H 3.0462 -2.8159 1.5180
H 4.0155 0.9977 -0.3999
H 0.8102 -2.0775 1.3888
H 2.1602 2.7202 -0.5214
H 1.1819 1.8433 -1.7481
H 0.5365 2.3601 1.2445
H 0.0725 3.5380 0.1047
H -2.6234 -2.2065 1.5300
H -3.2822 -2.8141 0.0214
H -1.6144 -2.9354 0.1689
H -1.5091 0.2803 -2.5885
H -0.2515 -0.4849 -1.4429
H -1.4064 -1.2804 -2.4808
H -1.6965 2.4386 0.5847
H -1.2038 1.7778 -0.9046
H -1.5946 0.1887 2.7373
H -3.5449 0.2224 -0.8771
*
```